Computed, not measured: the ion C2HO3S with charge -1 in a non-equilibrium geometry, with ωB97M-V/def2-TZVPD.

The calculation puts the LUMO energy at 4.15 eV. The calculation puts the total energy at -700.7104 Ha. The value obtained for the maximum force is 0.06181 Eh/bohr. As for the HOMO energy: -5.1850 eV.

```
! wB97M-V def2-TZVPD RIJCOSX def2/J DEFGRID3
* xyz -1 1
O -0.91 -1.20 1.54
C -0.69 -0.05 1.42
S 0.73 -0.70 -0.72
H 0.59 0.82 -2.16
O 0.53 0.37 0.36
O -1.10 1.00 1.81
C 0.84 -0.23 -2.26
*
```


Computed, not measured: a structure of composition C5H7NS2 in a non-equilibrium geometry, with ωB97M-V/def2-TZVPD.

The calculation puts the LUMO energy at 0.13 eV. The calculation puts the total energy at -1045.7608 Ha. The value obtained for the maximum force is 0.14176 Eh/bohr. As for the HOMO energy: -7.4707 eV.

```
! wB97M-V def2-TZVPD RIJCOSX def2/J DEFGRID3
* xyz 0 1
C -0.43 -1.54 -0.87
H 0.34 -2.13 0.74
H 1.18 2.12 0.57
S -0.51 1.02 -1.72
C 0.45 0.12 0.58
H 0.15 1.88 1.78
C 0.06 -0.22 -0.76
C 0.25 1.59 0.69
H -1.04 -1.97 -1.84
N -0.05 -2.49 -0.08
H -0.32 -3.53 -0.11
S 0.80 -0.80 1.90
C -0.70 2.11 -0.13
H -1.69 2.09 0.12
H -0.60 3.10 -0.60
*
```


Computed, not measured: a structure of composition C28H26MoN6O4S, with ωB97M-V/def2-TZVPD.

The calculation puts the LUMO energy (alpha / beta) at -7.70 / -7.74 eV. The calculation puts the total energy at -2178.0799 Ha. The value obtained for the maximum force is 0.01347 Eh/bohr. As for the HOMO energy (alpha / beta): -12.6658 / -12.6671 eV.

```
! wB97M-V def2-TZVPD RIJCOSX def2/J DEFGRID3
* xyz 2 3
C 2.28 -2.70 -1.47
Mo -1.73 0.52 -0.03
O 1.91 1.30 -0.30
O -4.73 -0.81 -2.64
C 0.02 0.04 -3.97
H 0.64 4.05 -1.78
H -2.53 -0.09 5.04
C 1.32 1.13 0.74
H 2.12 -4.07 -3.12
O -5.75 -0.64 -0.09
H -1.20 5.24 -2.64
S -2.51 2.75 -0.47
N -2.83 0.08 1.71
H 1.59 2.61 5.10
N -1.39 0.09 -2.06
H -2.79 4.70 -2.25
H 4.75 -0.49 -0.81
C -4.90 -0.63 2.67
H 4.53 -1.46 -2.25
H 0.36 -3.63 -1.65
C 4.48 -1.48 -1.16
N 0.00 3.46 -1.27
H 4.44 -0.83 1.35
H -0.48 -2.77 0.51
C 3.15 1.23 4.53
N -3.54 -0.20 -0.72
H 5.23 -2.19 -0.82
H 0.66 0.47 -1.95
H 4.54 -0.20 3.75
C 1.98 1.96 4.32
C 3.01 0.27 2.32
C 1.33 -1.70 0.95
C -4.11 -0.31 1.59
C 0.51 -2.49 0.16
N -1.79 4.56 -2.19
O -0.04 0.99 0.65
H -3.21 -0.73 -4.74
N 3.46 -0.60 1.34
C -2.44 -0.26 -2.83
C -3.00 -0.16 4.07
C -4.33 -0.55 3.94
C -2.27 0.15 2.94
C -2.33 -0.45 -4.18
C 1.87 1.05 2.10
H -5.92 -0.93 2.50
C 1.34 1.86 3.10
H 2.87 -2.53 -3.54
H 0.45 2.45 2.90
C 3.65 0.39 3.55
H 0.99 -1.39 1.93
C 2.79 -3.29 -2.76
C 3.10 -1.86 -0.70
H 3.67 1.31 5.48
H 1.01 0.14 -4.39
C 0.99 -2.99 -1.05
H -1.24 0.48 3.00
C -1.31 3.64 -1.37
C -3.74 -0.45 -2.09
H -4.91 -0.80 4.81
C 2.62 -1.38 0.52
C -0.17 0.23 -2.62
C -4.61 -0.41 0.17
C -1.08 -0.30 -4.77
H 0.40 2.80 -0.62
H -0.95 -0.45 -5.83
H 3.78 -3.73 -2.63
*
```


Computed, not measured: a cluster of 12 separate species, C76H75BF14NO5Si in total in a non-equilibrium geometry, with ωB97M-V/def2-TZVPD.

The calculation puts the LUMO energy at 1.82 eV. The calculation puts the total energy at -5084.5284 Ha. The value obtained for the maximum force is 0.01946 Eh/bohr. As for the HOMO energy: -4.1562 eV.

```
! wB97M-V def2-TZVPD RIJCOSX def2/J DEFGRID3
* xyz -1 1
C 1.24 4.04 4.08
H 2.59 3.78 -0.68
H -1.40 -5.77 -0.88
C 3.98 1.85 0.63
H 1.68 -6.72 -6.83
C 8.79 5.28 -2.76
O 0.81 3.01 1.40
H 10.58 -2.31 1.04
H 9.02 -3.09 2.80
F 9.21 5.77 -5.85
C -0.13 -3.59 3.72
C 9.74 7.27 -7.58
H -0.32 -5.26 -7.10
H -3.46 1.65 -2.88
C -4.78 -0.92 -4.65
C 8.02 5.26 -0.09
C 1.33 -4.09 5.56
H 1.53 -0.06 0.04
C -3.41 3.79 5.81
C 0.39 -10.91 -2.98
F 0.35 -4.48 1.60
H -12.28 -0.12 6.42
O 4.00 1.17 4.27
C -4.10 -4.13 -2.09
Si 2.85 0.95 1.89
F -0.33 -2.54 -0.82
B 1.44 2.31 2.43
C -14.50 2.92 5.58
C -9.56 4.43 2.61
H 6.79 -2.00 3.04
C 9.54 7.02 -6.24
C 2.77 2.96 -2.66
H -11.51 2.18 6.99
C 9.35 5.45 -0.43
H 0.12 -9.91 0.25
H -3.28 -0.82 -3.13
C 1.80 -5.00 3.39
C -1.55 -6.83 -7.88
C -5.68 -0.21 -5.43
C -0.37 -6.30 -7.38
C 2.84 -1.65 0.68
C -0.50 -8.98 -8.10
C 0.22 -10.96 -1.61
H -6.50 1.74 -5.87
H 9.09 5.30 -3.80
C 0.75 -7.11 -7.23
H 0.73 -9.62 -4.65
H -1.00 3.06 3.27
O 4.44 -0.81 3.31
N 1.02 2.61 3.82
H -1.00 -3.09 3.31
C 0.60 -9.68 -3.58
H 1.03 4.27 5.12
H 4.29 3.56 -1.23
C -2.86 -4.33 -1.49
C -13.28 3.11 6.20
H 9.91 -0.45 -0.48
C 0.26 -9.83 -0.82
H -2.73 -7.72 -1.67
H 6.71 4.94 -3.19
C 7.12 -0.64 1.44
C -8.27 4.80 2.26
H 10.78 5.61 -2.02
H 1.08 -0.74 1.59
H -10.88 3.87 4.23
H -2.42 -6.20 -7.99
H -0.41 -2.86 5.71
H -4.45 6.89 7.81
C -4.94 4.87 7.28
H -6.31 -0.72 -6.15
O 3.35 1.85 -0.66
H 0.35 -11.82 -3.56
H -4.70 -2.00 -4.77
F 0.88 -1.99 -2.55
H 2.00 2.19 -2.65
H -10.33 4.35 1.85
H 2.47 -4.06 -1.31
F -5.04 -7.54 -2.82
C -5.79 1.17 -5.28
H 3.58 2.56 -3.28
H -6.28 5.19 2.97
H 1.60 -3.98 6.61
C 0.66 -8.52 -2.81
H -15.87 1.47 4.75
C -4.84 -5.22 -2.54
H 10.51 10.56 -7.34
O 2.71 -2.12 -0.67
F 0.26 -4.05 -2.30
H 0.62 4.67 3.43
H -5.17 2.84 6.56
F -9.19 4.02 6.18
H -2.53 -8.59 -8.62
C -4.08 1.12 -3.59
H 2.40 -5.60 2.71
H -8.03 5.00 1.22
C 7.46 5.09 -2.43
C -9.88 4.16 3.93
H 0.83 -7.56 -3.28
C 2.13 -4.86 4.72
F 1.75 -9.22 -7.45
H 0.82 2.44 0.62
C -7.60 4.65 4.56
H 0.53 -7.70 -0.83
C -3.98 -0.26 -3.73
C 0.66 -8.44 -7.59
C 3.28 3.14 -1.24
H -2.38 6.92 6.45
H -0.65 1.35 3.51
H -15.13 3.77 5.34
F -5.09 3.14 -4.22
H -6.85 4.73 5.34
H 3.89 -1.37 0.81
H -5.80 -5.08 -3.01
C 8.73 -2.28 2.14
C -4.33 -6.48 -2.38
C 9.25 -0.80 0.30
C 7.10 5.08 -1.10
F 5.81 4.89 -0.77
C 0.67 -2.95 -1.63
H 2.39 3.89 -3.07
C -2.61 4.91 5.76
C -12.47 2.03 6.51
F -14.51 -0.67 5.25
C 9.61 -1.84 1.15
C -1.61 -8.17 -8.24
H -0.78 2.44 4.91
C 9.74 5.46 -1.76
H 9.51 7.76 -4.23
C 1.92 -3.26 -0.81
C -4.99 1.80 -4.36
H -5.84 4.85 7.87
F -3.04 2.70 5.10
C 10.09 8.55 -7.97
C -4.15 6.01 7.24
C -3.10 -6.70 -1.78
C -2.36 -5.62 -1.34
H -0.52 -10.03 -8.37
H -2.28 -3.49 -1.15
H 3.01 -5.35 5.11
C -14.11 0.57 5.56
H 2.66 -2.44 1.41
C 1.94 -0.45 0.97
C 0.49 -8.60 -1.43
C -0.43 2.35 3.88
C 0.21 -3.46 5.06
F 0.01 -12.16 -1.02
F 7.65 0.79 -0.36
H -1.70 4.90 5.16
H -12.95 4.12 6.45
C 3.90 0.33 3.36
H 9.62 6.47 -8.30
C -14.92 1.64 5.25
H 10.15 10.06 -4.94
H 2.29 4.28 3.87
H 6.15 -0.16 1.55
C 10.04 9.28 -5.68
C 8.00 -0.22 0.47
H 1.57 -3.63 0.15
C -7.29 4.90 3.24
C 7.49 -1.68 2.28
H 4.14 2.87 0.99
H 4.95 1.36 0.54
H -4.49 -3.13 -2.20
C -12.89 0.74 6.19
C -4.57 3.74 6.55
H 10.24 8.77 -9.02
C -2.99 6.03 6.48
C -8.89 4.28 4.89
C 9.68 8.00 -5.27
H 7.70 5.25 0.94
C 10.24 9.56 -7.03
C 0.67 -4.36 2.91
H 10.09 5.58 0.35
*
```